No. 1
{"formula": "C2H3N2O2", "method": "wB97M-V/def2-TZVPD", "elements": ["C", "C", "N", "N", "O", "O", "H", "H", "H"], "coordinates": [[1.36087, -0.53466, 0.63662], [-0.81390, 0.27724, -0.19491], [-0.77578, 1.49592, -0.54754], [0.67107, -0.49206, -0.44780], [1.92238, -0.02767, 1.55337], [0.91056, -1.76036, 0.27062], [-0.93832, -0.01566, 0.96605], [-1.47905, -0.48873, -0.74269], [-0.85784, 1.54599, -1.49371]], "charge": -1, "homo_ev": -3.11, "orbital_gap_ev": 7.43}



No. 2
{"formula": "C31H25AsI2N3O2Tc", "method": "wB97M-V/def2-TZVPD", "elements": ["Tc", "O", "C", "N", "C", "O", "C", "C", "C", "C", "C", "N", "C", "C", "C", "C", "C", "N", "H", "H", "H", "H", "H", "H", "H", "H", "I", "C", "I", "H", "H", "C", "C", "C", "C", "C", "C", "As", "C", "C", "C", "C", "C", "C", "C", "C", "C", "C", "C", "C", "H", "H", "H", "H", "H", "H", "H", "H", "H", "H", "H", "H", "H", "H", "H"], "coordinates": [[-0.62516, -0.21816, -0.56283], [-1.54632, 3.56598, 0.50650], [-1.23574, 2.41685, 0.46556], [-0.55776, 1.75354, -0.56429], [0.48890, 2.36439, -1.27345], [0.56730, 3.50867, -1.59438], [1.59609, 1.37430, -1.52549], [2.77663, 1.75438, -2.11205], [3.77288, 0.80148, -2.27238], [3.54373, -0.50198, -1.85570], [2.32818, -0.82449, -1.28971], [1.36543, 0.10231, -1.11109], [-1.46463, 1.48092, 1.62856], [-1.99089, 1.93160, 2.81531], [-2.11292, 1.03819, 3.86666], [-1.72410, -0.28262, 3.68594], [-1.23228, -0.67808, 2.46051], [-1.08676, 0.19102, 1.44038], [2.88826, 2.78800, -2.41273], [4.72263, 1.06225, -2.72093], [4.29470, -1.27147, -1.96368], [2.11047, -1.83116, -0.96100], [-2.26852, 2.97534, 2.88795], [-2.50328, 1.35730, 4.82441], [-1.78949, -1.00520, 4.48693], [-0.91056, -1.69393, 2.28611], [-1.09096, -0.19450, -3.37113], [-2.98333, 0.57223, -2.85349], [-3.44932, -0.17558, -0.93832], [-3.71955, 0.20377, -3.55715], [-2.91218, 1.65178, -2.78501], [-4.11545, -5.60304, 0.66528], [-3.03103, -5.50924, 1.63501], [-1.93205, -4.77053, 1.36005], [-1.86036, -4.01715, 0.14336], [-2.97594, -4.13494, -0.81924], [-4.06877, -4.88096, -0.55149], [-0.34534, -2.85364, -0.31352], [0.01258, -3.91467, -1.89128], [-0.88956, -3.86777, -2.95048], [-0.65266, -4.58635, -4.11792], [0.49466, -5.33205, -4.24797], [1.40993, -5.35412, -3.21883], [1.17351, -4.65274, -2.03908], [1.00815, -3.24085, 0.99541], [1.42046, -4.52678, 1.34634], [2.42324, -4.69274, 2.29259], [3.02158, -3.59017, 2.89006], [2.62057, -2.31381, 2.54364], [1.61309, -2.14032, 1.59938], [-4.96209, -6.24593, 0.88400], [-3.13202, -6.04111, 2.57331], [-1.13491, -4.71093, 2.08155], [-2.92580, -3.60459, -1.76237], [-4.88221, -4.95818, -1.25987], [-1.78188, -3.24638, -2.88854], [-1.36223, -4.55390, -4.93397], [0.69216, -5.88852, -5.15188], [2.32023, -5.92150, -3.35351], [1.91310, -4.67506, -1.25612], [1.00377, -5.41626, 0.89315], [2.74599, -5.69168, 2.55502], [3.80684, -3.73175, 3.62039], [3.08354, -1.44785, 2.99713], [1.33442, -1.12241, 1.34756]], "charge": 3, "s_squared": 3.784, "homo_ev": [-17.32, -17.28], "orbital_gap_ev": [8.25, 4.85], "spin_multiplicity": 4}



What did we get for largest force on an atom? Answer: 5.55 1.53 eV Å⁻¹, in the order shown.
What did we get for electronic energy? Answer: -337.89444 -4422.00869 a.u., in the order shown.
What did we get for ΔE to the lowest compared entry with this formula, charge and spin? Answer: 3.128 0.322 eV, in the order shown.